No. 1
{"formula": "C17H20ClN5", "method": "ωB97M-V/def2-TZVPD", "species": ["C", "H", "H", "H", "C", "N", "C", "C", "H", "C", "H", "H", "C", "C", "N", "C", "N", "C", "N", "C", "C", "N", "C", "C", "C", "C", "C", "C", "H", "Cl", "H", "H", "H", "H", "H", "H", "H", "H", "H", "H", "H", "H", "H"], "xyz": [[1.83, 3.37, 1.55], [1.10, 2.75, 1.81], [1.61, 4.03, 0.57], [2.11, 4.03, 2.22], [3.00, 2.31, 0.96], [2.59, 1.45, 0.11], [2.43, 2.01, -1.11], [3.36, 1.31, -2.34], [4.32, 1.75, -2.42], [3.51, -0.09, -1.49], [2.50, -0.42, -1.61], [4.21, -0.55, -1.89], [3.59, 0.22, -0.14], [3.23, -0.60, 1.06], [2.67, -1.92, 0.33], [1.29, -2.24, 0.41], [1.12, -3.66, 0.16], [-0.21, -3.93, 0.01], [-1.14, -3.01, -0.15], [-1.03, -1.76, 0.18], [0.26, -1.29, 0.15], [0.12, 0.18, 0.48], [-1.07, 0.58, 0.24], [-1.68, 1.79, 0.34], [-2.99, 2.02, -0.22], [-3.70, 0.73, -0.12], [-3.25, -0.75, -0.11], [-1.85, -0.52, 0.00], [-3.96, -1.47, -0.11], [-5.46, 0.89, -0.22], [-3.44, 2.93, -0.04], [-1.03, 2.59, 0.14], [1.08, 0.75, 0.34], [-0.35, -5.06, -0.23], [3.24, -2.78, 0.42], [4.15, -0.75, 1.62], [2.51, -0.27, 1.56], [4.60, 0.77, 0.44], [2.92, 1.24, -3.19], [1.35, 2.24, -1.48], [2.93, 3.11, -1.11], [3.12, 1.99, 2.24], [3.73, 3.07, 0.86]], "nbo_charge": [-0.57, 0.19, 0.17, 0.20, -0.18, -0.58, -0.22, -0.33, 0.19, -0.44, 0.23, 0.22, 0.02, -0.20, -0.63, 0.37, -0.48, 0.25, -0.50, 0.22, 0.00, -0.58, 0.12, -0.23, -0.22, -0.04, -0.14, -0.08, 0.25, -0.06, 0.23, 0.20, 0.44, 0.19, 0.41, 0.21, 0.19, 0.19, 0.19, 0.21, 0.19, 0.19, 0.19], "largest_force_ev_per_a": 14.5, "spin_multiplicity": 1, "smiles": "CCN1CCC[C@@H]1CNc1ncnc2c1[nH]c1ccc(Cl)cc12", "relative_energy_kj_mol": 1260.8, "energy_ha": -1393.33766, "e_lumo_ev": -0.03}


No. 2
{"formula": "C17H20F3N3PdSSi", "method": "ωB97M-V/def2-TZVPD", "species": ["Pd", "F", "C", "F", "F", "C", "C", "C", "C", "N", "C", "S", "H", "H", "H", "C", "N", "C", "C", "N", "H", "H", "H", "H", "H", "H", "C", "Si", "C", "C", "C", "C", "C", "C", "C", "H", "H", "H", "H", "H", "H", "H", "H", "H", "H", "H"], "xyz": [[0.24, 0.02, -1.06], [0.28, 4.67, 1.03], [0.34, 4.05, 2.21], [1.40, 4.57, 2.87], [-0.74, 4.47, 2.90], [0.41, 2.56, 2.16], [0.27, 1.91, 3.38], [0.30, 0.53, 3.43], [0.49, -0.17, 2.25], [0.65, 0.44, 1.08], [0.60, 1.80, 0.99], [0.79, 2.40, -0.59], [0.11, 2.50, 4.27], [0.18, 0.00, 4.37], [0.54, -1.25, 2.24], [5.46, 1.22, -1.08], [4.83, -0.08, -1.15], [5.65, -1.19, -0.74], [3.56, -0.25, -1.39], [2.46, -0.47, -1.66], [6.40, 1.18, -1.63], [5.67, 1.49, -0.04], [4.82, 1.98, -1.52], [6.58, -1.16, -1.31], [5.14, -2.13, -0.94], [5.87, -1.13, 0.33], [-2.84, 0.90, 0.45], [-2.13, 0.02, -1.14], [-2.87, 1.01, -2.63], [-2.81, -1.80, -1.06], [-2.43, -2.61, 0.00], [-2.86, -3.92, 0.09], [-3.67, -4.45, -0.90], [-4.06, -3.66, -1.96], [-3.64, -2.34, -2.04], [-3.92, 0.90, 0.45], [-2.51, 1.93, 0.49], [-2.51, 0.41, 1.37], [-3.95, 1.03, -2.57], [-2.59, 0.58, -3.59], [-2.50, 2.03, -2.61], [-1.79, -2.19, 0.77], [-2.55, -4.53, 0.93], [-3.98, -5.48, -0.84], [-4.70, -4.07, -2.73], [-3.97, -1.73, -2.87]], "nbo_charge": [0.58, -0.30, 0.98, -0.33, -0.33, -0.24, -0.09, -0.31, 0.08, -0.53, 0.08, -0.17, 0.23, 0.23, 0.20, -0.39, -0.46, -0.39, 0.52, -0.50, 0.20, 0.20, 0.23, 0.20, 0.23, 0.20, -1.09, 1.13, -1.09, -0.45, -0.15, -0.24, -0.21, -0.21, -0.21, 0.23, 0.23, 0.22, 0.23, 0.23, 0.24, 0.19, 0.21, 0.21, 0.21, 0.21], "largest_force_ev_per_a": 1.2, "s_squared": 2.01, "spin_multiplicity": 3, "energy_ha": -1939.20573, "e_lumo_ev": [0.35, -0.78]}


No. 3
{"formula": "C17H20FN3O4", "method": "ωB97M-V/def2-TZVPD", "species": ["C", "H", "H", "H", "O", "C", "O", "C", "C", "H", "H", "C", "N", "C", "C", "C", "N", "N", "C", "O", "C", "O", "C", "C", "C", "C", "C", "C", "H", "H", "F", "H", "H", "H", "H", "H", "H", "C", "H", "H", "H", "H", "H", "H", "H"], "xyz": [[-1.71, -3.90, 0.44], [-0.66, -4.11, 0.63], [-2.02, -4.32, -0.51], [-2.33, -4.32, 1.23], [-1.83, -2.48, 0.43], [-3.06, -2.00, 0.25], [-4.04, -2.68, 0.12], [-3.05, -0.49, 0.20], [-2.88, -0.03, -1.25], [-3.71, -0.40, -1.85], [-1.95, -0.45, -1.65], [-2.80, 1.49, -1.37], [-1.64, 2.00, -0.68], [-1.57, 2.72, 0.45], [-0.23, 2.87, 0.75], [0.43, 2.17, -0.27], [-0.43, 1.65, -1.13], [1.79, 1.95, -0.46], [2.77, 2.21, 0.43], [2.63, 2.82, 1.47], [4.13, 1.66, -0.01], [4.05, 0.56, -0.89], [3.49, -0.61, -0.43], [3.46, -1.65, -1.35], [2.90, -2.87, -1.01], [2.38, -3.03, 0.26], [2.41, -2.01, 1.19], [2.97, -0.79, 0.84], [2.98, 0.00, 1.57], [1.99, -2.16, 2.17], [1.82, -4.21, 0.60], [2.86, -3.68, -1.72], [3.87, -1.49, -2.34], [4.72, 1.42, 0.88], [4.66, 2.44, -0.57], [2.01, 1.44, -1.30], [0.22, 3.38, 1.57], [-2.76, 3.25, 1.17], [-3.40, 2.44, 1.52], [-3.35, 3.90, 0.53], [-2.44, 3.82, 2.04], [-3.69, 1.96, -0.94], [-2.73, 1.77, -2.42], [-2.22, -0.12, 0.81], [-4.00, -0.12, 0.60]], "nbo_charge": [-0.27, 0.21, 0.19, 0.19, -0.51, 0.80, -0.60, -0.51, -0.40, 0.22, 0.23, -0.20, -0.17, 0.18, -0.36, 0.29, -0.32, -0.60, 0.65, -0.61, -0.17, -0.51, 0.35, -0.26, -0.26, 0.36, -0.25, -0.31, 0.23, 0.23, -0.33, 0.23, 0.23, 0.21, 0.22, 0.42, 0.25, -0.65, 0.22, 0.22, 0.24, 0.21, 0.22, 0.23, 0.22], "largest_force_ev_per_a": 0.8, "spin_multiplicity": 1, "smiles": "COC(=O)CCCn1nc(NC(=O)COc2ccc(F)cc2)cc1C", "relative_energy_kj_mol": 0.0, "energy_ha": -1224.92289, "e_lumo_ev": 0.73}


No. 4
{"formula": "C17H20FN3O5", "method": "ωB97M-V/def2-TZVPD", "species": ["C", "C", "C", "C", "H", "C", "N", "C", "O", "N", "C", "C", "F", "C", "O", "H", "C", "C", "C", "C", "C", "C", "C", "H", "H", "O", "C", "H", "H", "H", "N", "O", "O", "H", "H", "H", "H", "H", "H", "H", "H", "H", "H", "H", "H", "H"], "xyz": [[-5.17, -2.24, -0.75], [-4.45, -2.81, 0.47], [-2.92, -2.82, 0.32], [-2.31, -1.46, -0.01], [-2.70, -1.10, -0.97], [-2.59, -0.41, 1.06], [-2.01, 0.88, 0.69], [-0.73, 1.13, 1.11], [-0.09, 0.36, 1.78], [-0.20, 2.36, 0.73], [-0.89, 3.23, -0.05], [-2.14, 2.95, -0.46], [-2.80, 3.83, -1.23], [-2.80, 1.70, -0.12], [-3.91, 1.36, -0.47], [-0.40, 4.16, -0.31], [1.18, 2.62, 1.12], [2.14, 1.77, 0.33], [3.26, 1.24, 0.93], [4.18, 0.47, 0.21], [3.93, 0.13, -1.13], [2.80, 0.70, -1.73], [1.94, 1.51, -1.03], [1.08, 1.93, -1.54], [2.62, 0.47, -2.77], [4.59, -0.73, -1.92], [5.52, -1.66, -1.41], [5.61, -2.42, -2.18], [6.50, -1.21, -1.22], [5.15, -2.12, -0.49], [5.40, 0.17, 0.91], [6.44, 0.27, 0.28], [5.33, -0.11, 2.08], [3.48, 1.43, 1.97], [1.39, 3.68, 0.97], [1.28, 2.38, 2.18], [-2.14, -0.71, 2.01], [-3.66, -0.25, 1.17], [-1.23, -1.57, -0.11], [-2.48, -3.19, 1.24], [-2.65, -3.51, -0.48], [-4.77, -3.84, 0.63], [-4.73, -2.24, 1.35], [-4.84, -2.75, -1.66], [-4.99, -1.18, -0.86], [-6.24, -2.39, -0.65]], "nbo_charge": [-0.62, -0.40, -0.39, -0.41, 0.21, -0.23, -0.45, 0.79, -0.62, -0.42, 0.00, 0.22, -0.30, 0.61, -0.58, 0.23, -0.22, -0.06, -0.17, 0.00, 0.33, -0.24, -0.17, 0.22, 0.23, -0.47, -0.26, 0.20, 0.21, 0.18, 0.52, -0.38, -0.37, 0.24, 0.22, 0.24, 0.23, 0.23, 0.21, 0.20, 0.20, 0.20, 0.19, 0.20, 0.22, 0.21], "largest_force_ev_per_a": 1.1, "spin_multiplicity": 1, "smiles": "CCCCCn1c(=O)c(F)cn(Cc2ccc(OC)c([N+](=O)[O-])c2)c1=O", "relative_energy_kj_mol": 25.0, "energy_ha": -1300.06039, "e_lumo_ev": -0.41}